#i
Below is an isolated molecule of C3H5N3O, with properties calculated with ωB97M-V/def2-TZVPD.

2S+1 = 1
Charge = 0
Kohn-Sham gap = 9.1639 eV
E_LUMO = 0.86 eV

Geometry (Å):
N 0.624 1.904 -0.906
C 0.239 0.717 -0.312
N -0.960 0.249 -0.132
C -0.731 -1.012 0.400
O -1.766 -1.821 0.676
C 0.587 -1.267 0.578
N 1.275 -0.081 0.193
H -0.186 2.466 -1.122
H 1.154 1.699 -1.750
H -2.572 -1.332 0.463
H 1.097 -2.148 0.937
H 1.238 0.627 0.976


#ii
Below is an isolated molecule of C3H5N3O, with properties calculated with ωB97M-V/def2-TZVPD.

2S+1 = 1
Charge = 0
Kohn-Sham gap = 9.6905 eV
E_LUMO = 0.82 eV

Geometry (Å):
C 0.252 1.202 1.661
N -0.151 0.300 0.609
C -1.378 -0.175 0.305
N -1.407 -0.890 -0.756
N -0.107 -0.856 -1.209
C 0.727 -0.098 -0.416
O 1.889 0.197 -0.559
H -0.611 1.495 2.260
H 0.988 0.685 2.295
H 0.682 2.126 1.222
H -2.219 -0.002 0.955
H 0.095 -1.326 -2.066


Result of the stability comparison: #ii is the most stable of them.